17
Properties=species:S:1:pos:R:3:lowdin_charge:R:1 method="wB97M-V/def2-TZVPD" lumo_energy_ev=0.07 orbital_gap_ev=9.19 total_energy_ev=-218972.681 homo_energy_ev=-9.12
C -2.2895 0.2341 0.1466 -0.140
C -1.7257 0.9184 1.1389 -0.083
C -1.5409 -0.2781 -0.9033 -0.084
C -0.3380 1.1813 1.0412 -0.003
C -0.1240 0.0555 -0.9855 -0.060
C 0.4638 0.7311 0.0108 -0.335
C 2.8658 0.7226 -0.1598 -1.171
N 1.7479 1.2368 -0.1122 0.018
Br -0.1550 -3.5775 -0.6407 0.319
Br 4.4435 1.7259 -0.3472 0.696
Br 3.2061 -1.2247 -0.2343 0.576
H -3.3750 -0.1343 0.1636 0.133
H -2.2513 1.1177 2.0658 0.111
H -1.9322 -0.9390 -1.6966 0.100
H 0.0925 1.6846 1.8074 0.078
H 0.3746 -0.3378 -1.8449 0.099
H 0.5375 -3.1167 0.5503 -0.253